A cluster of 2 separate species, C4H14N6O2 in total at a distorted geometry. Source: OMol25; level of theory: wB97M-V/def2-TZVPD.

The geometry in XYZ format:
```
26
Properties=species:S:1:pos:R:3:mulliken_charge:R:1
O -0.223 -2.177 0.677 -0.77
O -3.336 -1.137 -0.344 -0.48
N -2.344 1.659 -0.554 -0.57
N -2.376 -1.551 0.108 0.56
N -0.396 -0.156 -0.892 -0.73
N -1.251 -1.690 0.205 0.74
N 2.355 -2.223 0.010 -0.21
N 0.242 0.533 -0.089 0.68
C -1.738 1.825 0.735 -0.75
C -0.179 1.816 0.475 -0.51
C 2.206 -0.887 -0.752 -0.41
C 1.707 0.123 0.209 -0.75
H -3.334 1.265 -0.463 0.25
H 1.468 -2.487 0.298 0.21
H -2.057 1.080 1.381 0.38
H 2.136 1.077 0.102 0.58
H 2.893 -2.011 0.812 0.36
H 0.405 1.925 1.331 0.44
H -2.015 2.735 1.194 0.46
H 1.671 -0.380 1.152 0.36
H 2.845 -3.007 -0.557 0.42
H -1.306 0.294 -1.141 0.46
H -2.262 2.497 -1.086 0.20
H 1.477 -1.132 -1.598 0.35
H 0.090 2.643 -0.189 0.35
H 3.322 -0.635 -1.023 0.39
```

Output
E ... -17385.5104 eV
Lowest unoccupied orbital energy ... -9.23 eV
Kohn-Sham gap ... 7.97 eV
Relative energy (zero: lowest compared OMol25 entry of this formula, charge and spin) ... 1.759 eV
Charge ... +2
Maximum force ... 0.08229 Eh/bohr

---

An isolated molecule of C3H6Cl2O3S at a distorted geometry. Source: OMol25; level of theory: wB97M-V/def2-TZVPD.

The geometry in XYZ format:
```
15
Properties=species:S:1:pos:R:3:mulliken_charge:R:1
Cl -3.817 -0.310 0.245 -0.20
Cl 3.161 -1.177 0.182 -0.13
S 0.974 0.751 0.284 1.19
O 0.321 1.751 -0.536 -0.63
O 0.165 -0.647 0.048 -0.27
O 1.151 1.015 1.676 -0.58
C -2.193 -0.212 -0.420 -0.10
C 2.528 0.290 -0.530 -0.65
C -1.259 -0.650 0.643 -0.86
H 3.079 1.036 -0.371 0.50
H -1.257 -1.760 0.940 0.28
H 2.263 0.137 -1.509 0.35
H -1.056 -0.022 1.332 0.58
H -2.118 -0.966 -1.301 0.27
H -1.942 0.764 -0.683 0.24
```

Output
E ... -45228.6675 eV
Lowest unoccupied orbital energy ... 0.59 eV
Kohn-Sham gap ... 11.66 eV
Relative energy (zero: lowest compared OMol25 entry of this formula, charge and spin) ... 0.231 eV
Maximum force ... 0.15239 Eh/bohr
SMILES ... O=S(=O)(CCl)OCCCl

---

A structure of composition C36H49AsN3RuS2. Source: OMol25; level of theory: wB97M-V/def2-TZVPD.

The geometry in XYZ format:
```
92
Properties=species:S:1:pos:R:3:mulliken_charge:R:1
Ru -0.867 0.188 0.444 -0.58
As -1.484 2.577 0.613 1.15
S 0.345 0.784 4.554 -0.26
S -1.935 -0.099 2.597 -0.49
N 0.417 0.633 1.986 1.20
N -0.299 -1.795 0.254 1.74
N 0.194 0.133 -1.409 2.12
C 2.707 1.458 1.491 0.73
C -1.403 -4.905 2.811 -1.65
C 0.313 -3.418 1.981 0.24
C -3.010 -2.610 0.228 2.11
C 2.731 -3.967 1.532 -1.71
C 1.733 2.722 -3.578 -0.47
C 3.707 2.310 -1.305 -1.69
C 0.629 3.159 -4.283 -1.74
C 3.766 0.422 -2.959 -1.67
C 1.820 1.230 3.730 1.85
C 2.893 1.188 -1.958 0.81
C -0.772 1.600 -3.086 0.31
C -0.873 4.020 -0.627 -1.13
C 0.357 -2.108 -0.798 -0.98
C 3.895 1.901 2.042 -0.74
C 1.743 -2.912 2.031 1.74
C -1.996 -3.262 1.149 0.58
C -3.151 -3.401 -1.075 -1.48
C -0.094 -4.460 2.811 -0.56
C -3.293 1.846 -3.197 -1.97
C -2.115 0.920 -2.913 1.94
C -0.368 0.428 3.021 0.15
C -3.436 2.665 0.635 -1.37
C -1.125 3.425 2.332 -1.17
C -0.612 2.586 -4.050 -0.23
C -2.186 -0.324 -3.806 -1.47
C 1.635 1.702 -2.633 0.76
C 1.668 1.106 2.344 -2.09
C 2.108 -2.446 3.441 -1.46
C 0.366 1.178 -2.384 -0.53
C 3.017 1.668 4.282 -0.64
C -2.347 -4.309 1.988 -0.66
C 4.054 1.996 3.426 -0.79
C 0.621 -1.032 -1.729 -0.89
C -0.659 -2.856 1.155 -0.06
C -4.365 -2.393 0.897 -1.74
H -3.156 -0.815 -3.712 0.43
H -0.928 3.722 -1.675 0.11
H 4.713 2.180 1.391 0.35
H -3.462 -4.426 -0.864 0.35
H -2.194 0.569 -1.869 -0.81
H -3.867 1.902 -0.007 0.32
H -5.018 -1.812 0.244 0.44
H 4.660 0.035 -2.468 0.48
H -2.624 -1.614 -0.039 -0.96
H 2.126 -3.283 4.140 0.43
H -3.759 2.476 1.657 0.40
H -3.340 2.104 -4.255 0.55
H -0.056 3.398 2.548 0.24
H -1.468 2.922 -4.620 0.31
H -1.462 4.928 -0.482 0.47
H 3.082 2.978 -0.709 0.36
H 1.387 -1.720 3.813 0.27
H 0.735 3.940 -5.025 0.41
H 3.749 -3.573 1.541 0.46
H -1.664 2.912 3.124 0.41
H 0.151 4.339 -0.429 0.37
H 2.600 0.486 -1.174 -0.16
H 3.098 -1.985 3.445 0.41
H 0.649 -3.133 -1.010 0.57
H -1.450 4.463 2.276 0.50
H -3.899 -2.947 -1.727 0.40
H 3.133 1.753 5.355 0.45
H 2.713 -4.852 2.171 0.34
H -4.866 -3.342 1.092 0.43
H 2.498 -4.291 0.516 0.34
H 0.627 -4.924 3.472 0.39
H -3.238 2.778 -2.629 0.32
H -3.370 -4.660 2.009 0.36
H 3.238 -0.418 -3.414 0.32
H 4.475 1.883 -0.657 0.37
H -4.231 1.347 -2.951 0.43
H 2.701 3.159 -3.784 0.46
H 4.993 2.342 3.835 0.43
H -1.411 -1.051 -3.553 0.25
H -3.787 3.646 0.314 0.46
H 1.109 -1.221 -2.681 0.49
H 4.219 2.912 -2.056 0.52
H -4.264 -1.865 1.846 0.33
H -2.206 -3.451 -1.620 0.27
H -1.695 -5.719 3.461 0.38
H 4.086 1.082 -3.766 0.36
H 2.568 1.389 0.419 -0.70
H -2.045 -0.044 -4.851 0.35
H 1.824 -2.041 1.376 -0.70
```

Output
E ... -127685.7551 eV
Lowest unoccupied orbital energy ... -4.01 eV
Kohn-Sham gap ... 6.37 eV
Relative energy (zero: lowest compared OMol25 entry of this formula, charge and spin) ... 0.513 eV
Charge ... +1
Maximum force ... 0.01789 Eh/bohr